C7H11N3O2 as an isolated structure in a non-equilibrium geometry. Source: the OMol25 dataset; level of theory: the ωB97M-V functional and the def2-TZVPD basis.

```
23
C7H11N3O2 (the ωB97M-V functional and the def2-TZVPD basis)
O 2.867 0.644 0.886
O 2.441 1.480 -0.993
N 0.963 -1.291 1.407
N 2.100 1.112 0.114
N -1.958 -1.817 1.035
C 0.678 0.861 0.305
C 0.361 -0.614 0.311
C 0.458 -1.252 -1.059
C -1.537 -0.715 0.640
C -1.720 1.426 -0.543
C -0.243 1.727 -0.590
C -2.268 0.406 0.122
H -0.517 -1.039 -1.657
H -3.392 0.189 0.155
H 1.334 -1.074 -1.751
H -0.123 2.795 -0.424
H -1.211 -2.471 1.131
H 0.416 -2.363 -0.924
H 0.039 1.463 -1.663
H -2.303 2.153 -0.912
H 1.440 -0.672 2.023
H 0.472 1.066 1.311
H 1.703 -2.015 1.074
```

Properties
Relative energy (zero: lowest compared OMol25 entry of this formula, charge and spin) ... 5.295 eV
Net charge ... 0
Gap between HOMO and LUMO ... 0.32297 hartree
Max |F| ... 4.53 eV/A